(1)
Here is 12 unconnected molecules or ions with the total composition C88H184N8O12 in a non-equilibrium geometry from OMol25. Energies are from wB97M-V/def2-TZVPD.

Calculated values
* strongest force on any atom: 2.7 eV/A
* orbital gap: 8.67 eV
* structure (SMILES): CC1(C)CCCC(C)(C)N1O.CC1(C)CCCC(C)(C)N1O.CC1(C)CCCC(C)(C)N1O.CC1(C)CCCC(C)(C)N1O.CC1(C)CCCC(C)(C)N1O.CC1(C)CCCC(C)(C)N1O.CC1(C)CCCC(C)(C)N1O.CC1(C)CCCC(C)(C)N1O.C1CCOC1.C1CCOC1.C1CCOC1.C1CCOC1
* E_HOMO: -8.2 eV

The geometry in XYZ format:
```
292
Properties=species:S:1:pos:R:3:mulliken_charge:R:1
H 16.250 -13.288 18.853 0.289
H 10.098 -17.511 24.448 0.066
H 18.135 -16.686 19.021 0.042
C 13.344 -17.126 22.022 2.269
C 14.792 -23.958 21.758 -1.645
H 6.659 -14.381 25.165 -0.156
H 10.534 -14.118 21.836 -0.425
H 10.368 -16.014 26.669 -0.979
C 18.140 -18.225 16.249 -1.919
H 16.679 -13.541 21.392 0.652
H 14.378 -23.711 24.334 0.738
N 15.933 -19.020 16.757 -0.414
H 4.692 -19.739 25.516 0.469
C 16.707 -18.332 15.687 2.214
C 15.672 -13.366 20.984 0.320
H 4.439 -16.422 23.605 0.262
H 10.899 -21.093 24.034 0.445
C 11.415 -14.389 25.121 -0.058
H 15.234 -10.890 12.896 0.413
O 6.683 -16.950 22.673 -0.280
H 11.893 -25.131 23.214 0.295
C 11.840 -21.452 23.606 0.293
H 6.757 -12.548 25.055 0.230
H 11.424 -11.224 21.659 0.225
C 11.171 -12.679 27.061 -1.726
C 8.958 -11.321 19.253 -1.454
H 13.130 -16.773 27.039 -0.442
H 17.243 -18.783 13.632 0.343
H 10.065 -10.165 21.407 0.715
H 16.786 -11.988 25.863 0.411
C 17.894 -16.340 20.057 -1.882
C 16.903 -19.451 21.950 1.612
C 7.990 -18.887 25.576 -0.637
C 9.103 -17.127 24.122 0.357
O 11.606 -15.895 21.366 -0.112
C 15.392 -13.527 19.473 -0.533
H 6.980 -16.066 22.852 -0.229
H 19.872 -18.401 20.389 0.271
H 17.396 -20.064 14.856 0.459
H 13.122 -20.836 17.436 0.505
H 15.067 -21.372 15.650 0.463
H 5.956 -19.986 22.883 0.392
C 16.752 -19.288 14.489 -1.508
O 15.712 -18.067 17.777 2.104
H 11.617 -19.234 25.997 -0.540
C 4.339 -17.202 24.374 -1.697
C 13.487 -23.563 22.419 1.505
H 15.642 -9.542 14.852 0.493
O 13.088 -11.992 16.651 0.072
H 10.832 -20.782 29.046 0.338
H 11.097 -17.059 19.655 -0.406
C 15.389 -19.868 14.079 -0.739
H 10.505 -13.590 18.854 0.229
H 13.697 -20.240 29.688 0.451
C 7.813 -12.279 18.831 -0.657
H 15.329 -16.977 14.649 0.385
C 8.085 -13.492 21.047 2.014
O 14.336 -12.648 19.163 -0.218
H 8.646 -12.024 28.240 0.300
H 6.852 -20.367 26.708 0.485
H 17.633 -21.249 22.873 0.399
O 9.198 -12.419 24.983 -0.725
C 5.554 -19.057 25.532 -1.305
H 14.161 -14.558 27.011 -0.311
H 12.592 -20.642 23.520 -1.151
H 15.899 -10.723 16.141 0.401
H 18.460 -21.020 21.351 0.282
H 11.257 -17.618 22.499 -0.738
C 6.865 -19.881 25.715 -0.878
H 15.025 -11.559 22.156 0.342
H 12.655 -15.563 15.353 0.430
H 13.880 -19.584 18.530 -0.170
H 17.214 -13.989 24.622 0.135
C 10.994 -12.828 19.472 -1.140
H 12.257 -12.767 27.150 0.343
O 17.359 -19.178 19.680 -0.917
H 13.906 -19.163 25.320 -1.199
C 10.419 -22.840 22.160 -1.434
H 9.144 -16.649 23.103 -0.433
H 14.971 -12.113 25.662 0.253
H 13.524 -25.676 22.776 0.477
H 14.731 -21.094 18.027 0.527
C 14.478 -12.907 12.825 -0.902
C 7.298 -13.761 22.368 -2.009
H 7.915 -14.143 23.142 -0.284
C 8.562 -19.218 23.099 -0.399
H 18.104 -17.530 17.087 0.105
H 8.077 -11.171 26.818 0.239
H 14.948 -13.980 21.520 -0.422
H 14.070 -17.163 19.919 -0.109
N 9.238 -12.564 21.411 0.083
H 11.316 -10.249 20.136 0.185
C 8.323 -20.747 18.680 -0.617
C 8.453 -14.877 20.447 -1.564
N 17.166 -18.477 20.898 1.648
H 5.430 -18.393 26.383 0.374
H 13.608 -12.334 17.409 0.383
H 8.652 -10.394 19.774 0.415
C 11.860 -13.354 14.458 -1.624
H 7.500 -15.411 20.481 0.716
H 6.342 -19.824 18.991 0.540
H 14.475 -22.117 23.503 -1.035
H 10.918 -17.984 27.031 0.377
H 15.562 -18.916 29.280 0.545
H 11.972 -19.774 21.644 -0.935
H 14.703 -24.664 20.901 0.338
H 6.914 -12.131 27.850 0.507
H 12.558 -18.633 16.569 0.468
H 15.940 -16.355 16.170 -0.175
C 15.681 -20.293 21.463 0.015
H 7.985 -18.079 26.327 0.296
H 9.613 -19.294 23.334 -0.725
H 10.131 -23.324 21.247 0.415
H 15.461 -20.624 13.308 0.486
O 12.681 -22.969 20.288 -0.683
C 11.677 -21.921 22.144 1.595
H 11.343 -21.132 27.385 0.270
C 11.939 -16.734 22.433 1.479
H 9.558 -11.015 18.417 0.432
H 18.246 -15.863 22.586 0.847
C 14.535 -19.490 16.502 2.277
H 14.206 -14.557 24.569 -0.720
H 10.398 -20.363 21.329 -0.665
H 15.442 -15.765 24.769 -1.153
C 11.448 -20.659 21.254 0.159
C 9.462 -19.761 18.510 -0.311
H 15.131 -13.334 12.052 0.411
C 7.947 -18.542 19.613 0.218
H 18.102 -19.795 19.858 0.262
C 14.110 -11.686 20.180 0.588
H 11.469 -12.167 18.730 0.778
H 13.081 -18.485 20.375 -1.484
H 12.366 -14.743 25.534 -0.956
H 10.383 -23.559 22.974 0.204
H 9.118 -15.882 28.784 0.512
C 13.220 -14.809 15.946 -1.796
C 16.130 -13.686 24.626 0.982
H 13.514 -9.394 13.912 0.515
H 13.241 -22.395 19.764 0.242
H 11.172 -12.877 15.187 0.125
H 8.786 -14.963 19.420 0.521
H 12.318 -10.343 14.835 0.153
H 15.617 -15.578 26.974 -0.087
H 12.938 -18.764 29.983 0.117
H 8.052 -20.195 23.134 0.588
H 8.254 -13.063 18.208 0.349
C 15.155 -14.776 25.065 1.954
H 14.496 -9.719 16.236 0.308
C 7.938 -14.538 27.639 -0.718
C 17.579 -16.708 22.494 -0.910
H 13.763 -17.416 16.636 -0.035
C 14.034 -20.293 17.731 -1.790
H 14.917 -19.650 21.056 -0.623
C 17.406 -17.696 23.620 -1.465
H 6.879 -20.568 24.872 0.216
H 16.443 -19.538 24.014 0.315
C 6.776 -13.437 25.693 -1.334
H 15.268 -20.797 22.315 -0.609
H 4.311 -19.800 23.264 0.538
C 10.528 -13.894 26.315 1.070
H 8.476 -18.819 22.082 -0.563
H 11.742 -20.783 20.218 0.233
H 13.637 -20.655 14.900 0.341
N 6.752 -17.496 23.961 0.802
C 7.925 -12.121 27.416 -1.685
H 12.694 -14.667 16.887 -0.216
C 13.152 -10.415 14.109 -1.597
C 8.042 -18.204 24.180 2.378
H 16.128 -11.912 13.986 0.420
C 15.147 -11.753 13.540 -1.273
H 7.101 -20.287 20.508 -0.172
C 14.591 -19.347 27.354 1.906
C 14.596 -20.419 15.307 -1.444
C 5.210 -19.250 23.030 -1.625
H 11.906 -23.255 24.784 0.542
H 9.184 -15.443 21.003 -0.211
H 11.002 -11.691 26.582 0.323
C 12.577 -22.457 24.478 -0.742
H 8.621 -21.625 19.258 0.235
H 16.910 -16.424 14.703 0.735
H 12.700 -10.756 13.169 0.373
H 12.344 -25.273 21.536 0.335
H 12.720 -17.212 25.354 -0.819
C 11.848 -18.522 26.786 0.174
H 5.912 -13.411 26.401 0.623
H 9.520 -14.241 29.116 0.406
H 8.928 -19.417 25.818 -0.721
N 12.888 -22.535 21.597 1.682
H 11.902 -12.725 13.561 0.352
H 16.126 -11.305 20.804 0.474
H 14.219 -15.163 16.150 0.241
H 13.453 -18.064 15.114 0.220
H 13.177 -12.029 20.655 -0.916
H 19.902 -18.252 22.100 0.295
H 18.981 -20.156 22.738 0.289
H 10.075 -19.863 27.801 0.481
H 16.611 -19.824 26.813 0.382
H 18.322 -18.182 24.018 0.564
H 15.486 -24.415 22.450 0.485
H 11.833 -16.115 23.343 -0.532
C 12.717 -24.951 22.528 -1.858
C 14.338 -11.276 14.724 1.540
H 7.729 -17.913 18.737 0.589
H 15.157 -14.560 19.238 -0.227
O 9.343 -18.845 19.620 0.487
H 16.879 -16.002 20.030 -0.069
H 15.935 -13.296 23.634 -0.823
H 14.606 -17.488 28.763 0.190
H 13.597 -14.884 13.347 0.621
H 11.544 -13.723 24.293 1.068
H 15.343 -23.056 21.415 0.073
H 7.615 -18.017 20.523 -0.657
C 14.179 -18.463 26.124 0.290
C 11.024 -20.352 28.066 -1.783
C 15.139 -14.663 26.569 0.733
H 6.705 -11.979 20.669 0.514
H 17.027 -17.105 24.467 0.395
C 7.158 -12.779 20.089 -1.533
H 14.062 -16.330 22.196 0.333
H 5.039 -18.788 22.050 0.217
C 8.013 -13.440 26.576 1.089
H 12.543 -17.372 29.003 0.127
H 11.343 -14.305 14.161 0.436
H 16.356 -18.272 18.450 -0.730
H 15.094 -14.465 14.170 0.117
H 13.995 -10.695 19.741 0.340
H 13.578 -12.604 12.269 0.366
N 13.435 -20.105 27.808 0.788
H 7.082 -11.853 18.126 0.472
C 12.942 -17.605 26.320 1.426
C 19.548 -17.755 21.206 -1.720
H 4.419 -16.741 25.365 0.367
H 18.421 -19.168 16.719 0.462
H 6.321 -13.484 19.898 0.353
C 15.941 -12.651 25.726 -0.710
N 9.169 -13.632 25.692 1.914
C 15.207 -18.359 28.422 -1.920
H 15.385 -20.721 25.856 -0.258
C 13.294 -13.605 14.976 2.057
H 15.459 -18.418 22.998 -1.234
C 10.404 -15.105 27.250 0.262
C 9.977 -11.966 20.282 2.132
C 16.477 -18.784 23.206 0.276
C 18.068 -17.399 21.161 1.806
C 14.167 -14.075 13.756 -0.872
H 7.227 -14.270 28.445 0.498
H 7.879 -21.112 17.739 0.319
O 13.661 -20.850 28.946 -0.582
H 14.833 -19.069 13.577 0.313
C 15.153 -10.252 15.502 -2.000
H 18.856 -17.835 15.531 0.534
H 16.096 -17.889 27.956 0.422
C 12.198 -19.337 28.003 0.986
H 3.335 -17.654 24.258 0.374
H 18.504 -15.456 20.297 0.730
H 15.064 -17.919 25.855 0.380
O 15.849 -13.474 26.918 -0.588
H 16.022 -20.997 20.711 1.124
C 18.062 -20.457 22.240 -1.806
H 9.436 -12.654 24.075 -0.047
H 20.137 -16.842 21.021 0.465
H 6.733 -12.883 22.728 0.505
O 10.116 -13.347 22.230 1.324
C 16.185 -16.962 15.294 -1.920
H 7.575 -15.437 27.098 -0.141
C 5.506 -18.244 24.161 1.151
H 12.846 -21.948 25.404 0.077
H 11.246 -18.433 29.696 0.525
C 10.765 -10.808 20.900 -2.064
H 10.811 -12.581 28.091 0.340
H 8.924 -16.314 24.832 -0.380
C 13.817 -22.941 23.760 -0.414
C 9.310 -14.916 28.293 -1.343
H 9.562 -22.170 22.363 0.031
C 15.282 -11.871 21.135 -0.942
N 13.937 -12.410 15.546 0.431
H 12.239 -15.670 19.499 -0.291
C 13.194 -17.402 20.533 1.062
H 11.819 -13.260 19.988 -0.601
H 16.630 -16.304 22.182 -0.470
C 13.537 -18.371 16.170 -1.602
C 15.664 -20.359 26.872 -1.294
C 7.275 -19.907 19.513 -0.418
H 11.355 -15.174 27.774 0.245
C 11.939 -16.524 20.150 -0.192
H 9.432 -19.214 17.576 0.495
H 6.482 -14.438 22.129 0.852
H 10.857 -15.237 24.671 -0.767
H 15.834 -21.216 27.490 0.470
H 13.789 -18.068 22.474 -2.056
H 10.462 -20.148 18.600 -0.206
C 12.226 -18.397 29.244 -1.430
```

(2)
Here is 2 unconnected molecules or ions with the total composition C4H9NO2S in a non-equilibrium geometry from OMol25. Energies are from wB97M-V/def2-TZVPD.

Calculated values
* strongest force on any atom: 4.4 eV/A
* energy relative to the best compared isomer or geometry (same formula, charge and spin): 234.1 kcal per mole
* orbital gap (alpha / beta): 7.44 / 7.16 eV
* E_HOMO (alpha / beta): -9.2 / -9.0 eV

The geometry in XYZ format:
```
17
Properties=species:S:1:pos:R:3:mulliken_charge:R:1
C 1.619 0.651 -1.633 -1.127
H 2.507 0.274 -2.216 0.314
O 0.395 -2.070 1.818 -0.593
H 1.387 -1.352 -0.601 0.438
H 0.845 0.723 -2.468 0.261
O 0.429 0.211 2.680 -0.550
C 1.252 -0.236 -0.475 -0.309
H -2.128 0.278 -0.845 0.125
C -0.044 -0.106 0.104 -0.266
H -2.100 -0.769 2.850 0.300
H -2.211 -0.161 1.310 0.285
N -1.866 -0.831 1.917 -0.498
C -1.820 1.285 -1.170 -0.340
H 1.992 -0.012 0.238 0.383
H 1.742 1.584 -1.034 0.306
S -0.151 -0.734 1.805 1.077
H -1.850 1.264 -2.280 0.193
```